(1)
Molecular formula: C2H10N4O
Method: DFT, ωB97M-V/def2-TZVPD

Output
Kohn-Sham gap (spin up / spin down): 8.5 / 8.5 eV
Energy: -376.323086 Ha
HOMO (spin up / spin down): -8.1 / -8.1 eV

Element x y z (Å)
C 0.19 -0.37 0.90
C -0.83 -1.08 1.78
N -0.38 -0.22 -0.42
O -2.02 1.76 -0.23
H -2.86 1.82 -0.72
H -1.54 0.82 -0.40
H 0.38 0.63 1.33
H 1.14 -0.93 0.87
H -1.74 -0.50 1.84
H -0.42 -1.19 2.79
H -1.06 -2.07 1.40
N 2.37 0.55 -1.17
N 1.49 -0.04 -2.01
N 0.38 -0.46 -1.55
H 1.99 1.12 -0.40
H 3.08 1.01 -1.72
H -0.16 -0.86 -2.30

(2)
Molecular formula: C34H29Cl2IrN6O11SSe
Method: DFT, ωB97M-V/def2-TZVPD

Output
2S+1: 2
Kohn-Sham gap (spin up / spin down): 4.8 / 4.8 eV
<S²>: 0.757
Energy: -6292.980033 Ha
HOMO (spin up / spin down): -10.4 / -10.4 eV
Total charge: +1

Element x y z (Å)
Ir -0.52 1.41 1.65
C 0.14 4.50 0.83
O 0.73 3.21 0.70
C 1.25 2.85 -0.50
C 1.05 3.55 -1.68
C 1.66 3.16 -2.86
C 2.52 2.06 -2.87
C 2.74 1.35 -1.72
C 2.08 1.69 -0.52
N 2.33 0.86 0.52
N 1.68 0.83 1.60
C 2.03 0.03 2.64
C 1.25 0.28 3.82
O 0.23 1.03 3.74
C 1.62 -0.35 5.04
C 2.65 -1.23 5.07
C 3.37 -1.59 3.90
C 4.38 -2.55 3.94
C 5.05 -2.94 2.80
C 4.72 -2.36 1.58
C 3.76 -1.38 1.50
C 3.06 -0.96 2.65
H 0.89 5.27 0.64
H -0.20 4.58 1.87
H -0.73 4.64 0.18
H 0.41 4.42 -1.69
H 1.48 3.71 -3.76
H 3.01 1.76 -3.79
H 3.40 0.50 -1.70
H 1.06 -0.09 5.93
H 2.92 -1.71 6.00
H 4.61 -3.00 4.90
H 5.81 -3.70 2.85
H 5.21 -2.70 0.68
H 3.51 -0.94 0.55
C -2.70 2.31 -4.52
N -1.86 1.15 -4.39
C -1.37 0.67 -3.23
Se -1.81 1.32 -1.52
N -0.57 -0.38 -3.48
C -0.56 -0.61 -4.83
C 0.06 -1.59 -5.61
C -0.19 -1.56 -6.97
C -1.00 -0.58 -7.55
C -1.61 0.40 -6.79
C -1.39 0.37 -5.42
H -2.89 2.73 -3.53
H -3.64 2.05 -5.00
H -2.20 3.05 -5.14
H -0.12 -0.96 -2.73
H 0.68 -2.34 -5.15
H 0.26 -2.30 -7.61
H -1.16 -0.59 -8.61
H -2.24 1.15 -7.24
C -4.83 3.06 0.60
S -3.14 3.53 0.27
O -2.88 4.81 0.88
O -2.96 3.54 -1.19
O -2.31 2.43 0.85
H -5.46 3.64 -0.05
H -5.03 3.31 1.63
H -4.94 2.00 0.42
O 0.28 -1.85 -1.45
C -0.07 -1.43 -0.35
O -0.31 -0.22 -0.08
C -0.27 -2.44 0.77
C 0.79 -3.19 1.27
C 0.54 -4.15 2.23
C -0.74 -4.40 2.70
C -1.78 -3.64 2.19
C -1.56 -2.66 1.23
N -3.13 -3.85 2.67
O -3.30 -4.71 3.50
O -3.99 -3.14 2.20
N 1.65 -4.93 2.75
O 1.38 -5.88 3.44
O 2.76 -4.56 2.47
H 1.80 -3.05 0.90
H -0.92 -5.17 3.45
H -2.40 -2.11 0.84
Cl -4.04 2.03 3.87
C -2.73 0.91 4.29
Cl -2.30 -0.08 2.88
H -3.08 0.25 5.08
H -1.85 1.48 4.56

Ordered ΔE to the lowest compared entry with this formula, charge and spin results: 468.3, 538.9; unit kJ/mol.